1.
C27H25F5N3O2RuSeTe | wB97M-V/def2-TZVPD

Atoms and positions in Å:
Ru 0.44971 -0.31127 0.00911
C 0.45009 3.62674 -1.38563
N -0.29863 2.71683 -0.53048
C -0.47854 3.28990 0.80610
C -0.43512 2.25653 1.92672
C 0.98842 1.70443 2.19463
N 1.08291 0.25375 1.95379
C 1.18170 -0.51543 2.95129
C 1.24414 -1.96063 2.95018
C 1.20228 -2.59222 4.20433
C 1.20215 -3.95818 4.34198
C 1.24525 -4.74209 3.16602
C 1.30600 -4.16744 1.92902
C 1.33904 -2.74176 1.75284
O 1.50291 -2.23869 0.59269
C -1.59164 2.35609 -1.11172
C -1.54970 1.75539 -2.51857
C -0.56404 0.58510 -2.70009
N -0.71495 -0.38545 -1.63152
C -1.79189 -1.23631 -1.78030
C -2.52630 -1.88485 -0.77563
C -3.59750 -2.76060 -1.12626
C -4.42454 -3.34086 -0.18129
C -4.20214 -3.07986 1.17631
C -3.14035 -2.25214 1.55478
C -2.28211 -1.65328 0.62828
O -1.29586 -0.88370 1.05481
H -0.04464 4.61651 -1.46299
H 0.56536 3.20949 -2.38394
H 1.45720 3.76014 -0.98917
H -1.42684 3.84648 0.85266
H 0.31965 4.01954 0.97004
H -1.10332 1.42706 1.69083
H -0.82181 2.71907 2.84174
H 1.29007 1.93109 3.21771
H 1.70122 2.18382 1.53519
H 1.23299 -0.04226 3.93552
H 1.15932 -1.96183 5.08909
H 1.16453 -4.41894 5.32069
H 1.23668 -5.82465 3.24662
H 1.34694 -4.76977 1.02853
H -2.24889 3.24582 -1.13926
H -2.05656 1.63281 -0.44042
H -1.32280 2.52571 -3.26701
H -2.56622 1.40001 -2.71814
H 0.44586 0.96543 -2.71965
H -0.74866 0.12833 -3.68314
H -2.12106 -1.40203 -2.80662
H -3.76118 -2.95501 -2.18365
H -5.23304 -3.99476 -0.49055
H -4.83856 -3.52725 1.93231
H -2.93902 -2.05828 2.60456
Te 3.35801 1.42126 -2.90490
F 6.01597 -2.74863 3.09206
C 5.48969 -1.90908 2.19203
C 4.88144 -0.74482 2.58681
F 4.86154 -0.42542 3.89740
C 4.34280 0.09260 1.63488
F 3.84017 1.27934 2.10092
C 4.34829 -0.15880 0.28240
Se 2.51393 0.33764 -0.79564
C 4.97081 -1.34616 -0.06960
F 5.06407 -1.72686 -1.35700
C 5.55111 -2.19420 0.84617
F 6.20730 -3.30346 0.45347

Atoms 1-2, force components in eV/Å:
-1.319 -0.937 0.333
-0.061 -0.039 0.047

Properties
* total charge: -2
* gap between HOMO and LUMO (alpha / beta): 4.010 / 5.331 eV
* 2S+1: 6
* LUMO energy (alpha / beta): 0.1559 / 0.1541 hartree
* highest occupied orbital energy (alpha / beta): 0.0085 / -0.0418 Eh

2.
C4H10N2 | wB97M-V/def2-TZVPD

Atoms and positions in Å:
C -2.92534 0.08408 -2.19699
C -4.06309 0.41217 -1.57784
N -4.06063 1.31734 -0.51365
H -1.97898 0.49582 -1.88249
H -2.99517 -0.61814 -3.01152
H -5.05985 0.05809 -1.79396
H -3.25726 1.91599 -0.40835
H -4.90696 1.73689 -0.17933
C 3.42157 -1.62504 1.64176
C 4.09943 0.50926 1.15423
N 4.44546 -0.69045 1.23922
H 3.69829 -2.17554 2.54535
H 3.29467 -2.40886 0.89291
H 2.41643 -1.26058 1.87269
H 4.78927 1.33358 0.95718
H 3.08219 0.91539 1.26081

Atoms 1-2, force components in eV/Å:
-1.113 -0.477 -0.265
0.713 1.229 0.870

Properties
* gap between HOMO and LUMO: 9.172 eV
* SMILES string: C=CN.C=NC
* LUMO energy: 0.0370 hartree
* highest occupied orbital energy: -0.3001 Eh

3.
ClH18O13 | wB97M-V/def2-TZVPD

Atoms and positions in Å:
Cl 1.25009 -0.65459 -0.55459
O 1.43409 -1.98759 -1.18359
O 2.07709 -0.68859 0.66841
O 1.59609 0.52241 -1.41059
O -0.22291 -0.54859 -0.20159
O 0.31709 3.01741 -0.35659
H -0.57891 3.16241 -0.56359
H 0.57409 2.21541 -0.78659
O -0.59691 1.63841 -2.85459
H -0.62091 2.61241 -2.87759
H 0.29509 1.43441 -2.52059
O -2.21191 -0.04559 -1.88659
H -1.72791 0.71641 -2.19059
H -1.84491 -0.25059 -1.07959
O -2.19991 -1.24359 1.59241
H -2.12491 -0.66559 2.27941
H -1.59791 -1.95459 1.67741
O 0.64209 -0.63259 2.86041
H 0.14509 0.21541 2.89841
H 1.10909 -0.61859 2.01941
O -0.62591 -2.18859 -2.91059
H 0.14609 -2.11159 -2.38459
H -1.20091 -1.49859 -2.65259
O 2.53009 1.50641 2.75741
H 1.88709 0.85941 2.49341
H 3.41009 1.19941 2.52641
O -2.20091 2.20741 0.11341
H -3.01391 1.76241 0.37141
H -1.53591 1.83941 0.74041
O 1.60209 -3.28159 1.48141
H 2.03109 -2.54359 1.02341
H 1.25809 -3.99459 0.91141

Atoms 1-2, force components in eV/Å:
-2.978 -0.867 -0.259
0.624 2.514 0.334

Properties
* total charge: -1
* gap between HOMO and LUMO: 9.971 eV
* LUMO energy: 0.1032 hartree
* highest occupied orbital energy: -0.2633 Eh

4.
C17H9Cl5N2O2PtS | wB97M-V/def2-TZVPD

Atoms and positions in Å:
Pt 0.67347 -0.60681 1.15523
O 1.26475 -1.67119 -2.98043
C -0.33713 -0.08371 -2.36597
O 0.64871 -1.25503 -0.62725
C -1.46656 0.73594 -2.05653
C -2.44480 1.17298 -2.94479
C -3.37703 2.09100 -2.49801
C -3.31229 2.54954 -1.19217
C -2.32187 2.03687 -0.36721
N -1.43553 1.13547 -0.76840
H -2.44241 0.80373 -3.96118
H -4.13962 2.45705 -3.17274
H -4.01636 3.27828 -0.81576
H -2.22611 2.34349 0.66917
Cl 0.84206 -0.86623 -1.92390
C 1.92014 0.21348 -1.70950
C 2.16708 0.70343 -0.37278
C 2.95551 1.79460 -0.12920
Cl 3.05255 2.41820 1.48421
C 3.71088 2.38074 -1.13649
Cl 4.74330 3.71248 -0.80854
C 3.65138 1.83944 -2.41713
Cl 4.64372 2.48026 -3.66477
C 2.79954 0.77532 -2.67407
Cl 2.80272 0.13576 -4.29472
S 0.54976 0.28451 3.24319
C -0.15459 -1.32099 3.02811
N -1.50754 -1.49922 3.30104
C -2.06516 -2.71651 3.51182
C -1.32627 -3.84961 3.41585
C 0.06966 -3.74451 3.16769
C 0.64640 -2.51258 3.03948
H -2.05762 -0.66041 3.40020
H -3.12020 -2.71997 3.74446
H -1.78353 -4.81244 3.58379
H 0.67495 -4.63899 3.11953
H 1.71805 -2.38437 3.01779

Atoms 1-2, force components in eV/Å:
1.702 3.195 2.394
0.499 -2.532 -0.121

Properties
* gap between HOMO and LUMO (alpha / beta): 6.784 / 6.124 eV
* 2S+1: 3
* LUMO energy (alpha / beta): -0.0044 / -0.0591 hartree
* highest occupied orbital energy (alpha / beta): -0.2537 / -0.2841 Eh

5.
C5H7N3O2 | wB97M-V/def2-TZVPD

Atoms and positions in Å:
C -1.24972 -1.35007 0.31413
C -2.49289 2.93961 0.23352
C 1.14973 -1.09964 -0.92014
C 1.73392 0.73563 0.70335
C 0.61454 0.11811 -0.16333
N -1.91291 -2.38667 0.03585
N -2.38886 -3.45650 -0.26616
N -0.61869 -0.28742 0.62759
O -1.35940 3.22239 0.23088
O -3.55523 2.58681 0.19360
H 1.94190 -0.94364 -1.60872
H 1.75199 -1.74388 -0.17095
H 0.39405 -1.70858 -1.27456
H 1.41099 1.67204 1.03505
H 2.65139 0.75955 0.08139
H 1.82673 0.07267 1.64302
H 0.10245 0.86959 -0.69451

Atoms 1-2, force components in eV/Å:
0.214 0.113 -0.065
4.855 0.764 -0.136

Properties
* gap between HOMO and LUMO (alpha / beta): 7.179 / 7.185 eV
* LUMO energy (alpha / beta): -0.0309 / -0.0295 hartree
* highest occupied orbital energy (alpha / beta): -0.2948 / -0.2935 Eh

6.
C4H16NO2 | wB97M-V/def2-TZVPD

Atoms and positions in Å:
C -0.89466 0.45250 0.41837
C -1.40076 -0.51975 -0.65434
C -0.54629 -1.77791 -0.76530
C -0.01727 -2.05770 -2.20616
N 0.49391 0.93241 0.04764
H -0.77063 -0.14549 1.31135
H -1.51457 1.33492 0.47558
H -1.39459 -0.00293 -1.60434
H -2.42961 -0.74033 -0.38151
H -1.11707 -2.68336 -0.57358
H 0.30032 -1.82173 -0.07270
H 0.28913 -1.12068 -2.67070
H 0.72246 -2.83883 -2.17926
H -0.82977 -2.47857 -2.79317
H 0.77304 1.80965 0.48293
H 1.10544 0.19220 0.42917
H 0.73440 0.91266 -0.93955
H -0.02471 4.43963 0.94063
H 0.39721 3.56864 2.06714
O -0.15633 3.53521 1.26902
H 2.57085 0.25576 2.71215
H 1.63840 -0.96750 2.60351
O 2.07110 -0.27881 2.08313

Atoms 1-2, force components in eV/Å:
0.042 -0.321 -1.429
0.398 0.344 0.590

Properties
* total charge: +1
* gap between HOMO and LUMO: 11.930 eV
* LUMO energy: -0.1127 hartree
* highest occupied orbital energy: -0.5511 Eh

7.
C5H12Si | wB97M-V/def2-TZVPD

Atoms and positions in Å:
C 1.83700 -0.44336 -1.22801
C 2.21290 0.14495 0.12866
C -1.47191 1.63890 1.00107
C -0.65652 -2.43594 0.78009
C -1.04416 1.22685 -0.37054
Si 0.29497 -0.15384 -0.16003
H 1.76877 0.08949 -2.12631
H 1.97598 -1.49051 -1.44587
H 2.64703 -0.64624 0.88403
H 2.68371 1.09426 0.17857
H -2.21960 2.48874 0.88876
H -2.00400 0.83181 1.42725
H -0.75378 2.09646 1.75790
H 0.32953 -2.75420 1.03553
H -1.40351 -2.13423 1.49228
H -1.26733 -2.77764 -0.02096
H -0.87298 2.13783 -0.99986
H -2.00746 0.70667 -0.83689

Atoms 1-2, force components in eV/Å:
-1.733 -1.102 0.778
-1.045 -2.629 1.499

Properties
* gap between HOMO and LUMO: 8.744 eV
* LUMO energy: 0.0219 hartree
* highest occupied orbital energy: -0.2995 Eh

Values for E, eV, ordered as above
-125776.3537 -7288.5044 -39426.9895 -101527.8569 -13859.7042 -9986.6303 -13253.2303
Values for ΔE to the lowest compared entry with this formula, charge and spin, kcal/mol, ordered as above
20.1 48.8 38.4 30.3 103.4 17.3 80.7